No. 1
The following is a DFT calculation (ωB97M-V/def2-TZVPD) of a structure of composition C32H70MgO21S7.

Element x y z (Å)
1 Mg -0.02357 -0.05711 2.12496
2 O 1.49683 -1.04690 1.27104
3 C 1.34031 -0.78820 -0.10836
4 C 0.05142 0.01471 -0.61200
5 O -0.91128 0.34903 0.34951
6 H 1.35194 -1.76406 -0.62387
7 H 2.23471 -0.28675 -0.52943
8 H -0.44693 -0.65314 -1.33142
9 H 0.44469 0.94589 -1.06168
10 C -4.37659 -0.40837 -1.15071
11 C -4.02536 -1.38532 -0.03170
12 C -4.21965 -0.82243 1.37787
13 O -5.30166 -1.60068 1.88661
14 C -5.74586 -2.48164 0.98787
15 O -6.67595 -3.20396 1.15656
16 O -4.97732 -2.45237 -0.09691
17 H -4.52314 -0.86873 -2.12506
18 H -3.61843 0.37538 -1.20267
19 H -5.29484 0.12561 -0.88541
20 H -3.01221 -1.72217 -0.25927
21 H -4.51651 0.22476 1.29162
22 H -3.31844 -0.90143 1.97732
23 C 4.11566 0.70096 -5.35340
24 C 4.04994 -0.19309 -4.12235
25 C 2.69369 -0.61186 -3.59265
26 O 2.85978 -2.00223 -3.32737
27 C 3.95294 -2.45546 -3.99804
28 O 4.19992 -3.60100 -4.20223
29 O 4.63625 -1.43235 -4.50331
30 H 5.13258 1.02100 -5.57086
31 H 3.48865 1.59406 -5.32749
32 H 3.76391 0.10587 -6.19891
33 H 4.65972 0.18214 -3.29646
34 H 1.92682 -0.44345 -4.35514
35 H 2.47099 -0.00319 -2.71775
36 C 2.02689 -4.80505 -1.41804
37 C 0.54438 -4.96724 -1.59454
38 C -0.10114 -3.88944 -2.47160
39 O -0.84491 -4.63095 -3.43220
40 C -0.56946 -5.96033 -3.30181
41 O -1.03282 -6.78808 -4.00878
42 O 0.21040 -6.19374 -2.24671
43 H 2.15740 -3.88723 -0.83678
44 H 2.49472 -4.63231 -2.39234
45 H 2.56386 -5.62192 -0.94192
46 H 0.09719 -4.92967 -0.59642
47 H 0.76134 -3.38724 -2.91664
48 H -0.75303 -3.24883 -1.88476
49 C -2.81861 4.64916 1.72424
50 C -3.05104 4.35559 0.25965
51 C -3.06559 2.85830 -0.10158
52 O -4.30117 2.67377 -0.77801
53 C -5.06054 3.78375 -0.64895
54 O -6.20479 3.85648 -0.97232
55 O -4.35681 4.77552 -0.13663
56 H -3.55822 4.19033 2.38691
57 H -2.98001 5.70683 1.94839
58 H -1.79915 4.34970 1.97091
59 H -2.21788 4.75809 -0.31892
60 H -2.88995 2.22126 0.77106
61 H -2.29384 2.58016 -0.82008
62 C -0.01867 3.58342 -2.79523
63 S -0.13368 5.38761 -2.80573
64 O -1.41006 5.82135 -2.16813
65 C 1.11271 5.67592 -1.51328
66 H 0.96471 3.30629 -3.17377
67 H -0.79003 3.09367 -3.38850
68 H -0.18345 3.22003 -1.77550
69 H 0.58976 5.36360 -0.60406
70 H 1.40458 6.71813 -1.46516
71 H 1.93080 4.96143 -1.61628
72 C -1.12466 -4.40032 1.75414
73 S -1.72240 -3.08715 2.85002
74 O -1.04116 -1.83079 2.38887
75 C -0.84145 -3.66753 4.32011
76 H -1.50544 -4.26715 0.73941
77 H -1.54192 -5.35468 2.08086
78 H -0.04191 -4.46381 1.64237
79 H -1.30870 -3.38611 5.26075
80 H 0.21744 -3.41948 4.28408
81 H -0.91115 -4.75842 4.28178
82 C -1.85513 -0.75249 -3.99169
83 S -3.52590 -1.28702 -4.51059
84 O -4.03729 -0.18527 -5.41523
85 C -3.09696 -2.66321 -5.60543
86 H -1.23840 -0.44506 -4.82975
87 H -1.46125 -1.57919 -3.39414
88 H -1.98010 0.01752 -3.22980
89 H -2.63148 -2.25632 -6.50564
90 H -4.01214 -3.18767 -5.86336
91 H -2.34576 -3.33557 -5.18700
92 C 6.20342 0.33808 1.07865
93 S 5.37062 -0.15839 -0.48680
94 O 6.39009 -0.36996 -1.55917
95 C 4.80738 -1.75907 0.16731
96 H 6.94572 -0.36909 1.44184
97 H 5.50260 0.51272 1.90091
98 H 6.60013 1.33641 0.88603
99 H 4.05169 -1.62896 0.94564
100 H 5.62406 -2.41828 0.45769
101 H 4.30212 -2.22456 -0.68336
102 C -1.94288 2.49429 5.09155
103 S -2.72114 1.44999 3.85702
104 O -1.59236 0.79907 3.13742
105 C -3.35995 0.17779 5.00156
106 H -1.22132 3.19268 4.67147
107 H -1.44270 1.90012 5.85867
108 H -2.67336 3.10446 5.63011
109 H -4.20817 -0.30980 4.52076
110 H -3.59235 0.53646 6.00264
111 H -2.61680 -0.61453 5.12114
112 C 1.45456 4.32669 2.59695
113 S 1.20756 2.91156 1.48874
114 O 0.85066 1.76989 2.39390
115 C 2.89890 2.65359 0.97046
116 H 1.61124 5.24912 2.03633
117 H 2.33741 4.09716 3.19544
118 H 0.60474 4.51143 3.25065
119 H 2.90076 1.69169 0.45394
120 H 3.59989 2.64532 1.80782
121 H 3.25483 3.42559 0.28659
122 C 2.06695 1.43861 5.52568
123 S 1.82249 -0.24157 4.83159
124 O 0.57118 -0.24989 4.00586
125 C 3.27710 -0.21329 3.73432
126 H 1.45100 1.50343 6.42471
127 H 1.62576 2.16241 4.84034
128 H 3.10208 1.59468 5.81092
129 H 2.96148 0.42001 2.89860
130 H 3.62827 -1.15187 3.32299
131 H 4.04521 0.37378 4.23792

E_tot, hartree: -5828.64802
Energy above the lowest of the compared OMol25 structures with the same formula, charge and spin, kcal per mole: 35.2
Orbital gap, eV: 6.83
Maximum force, eV/Å: 1.663
LUMO energy, eV: -0.63

***

No. 2
The following is a DFT calculation (ωB97M-V/def2-TZVPD) of a cluster of 7 separate species, C32H70N2O10S5 in total.

Element x y z (Å)
1 O 8.06424 -1.21877 3.51068
2 S 7.21170 -1.48691 4.68953
3 O 7.13452 -2.79212 5.30950
4 C 7.38365 -0.07335 5.87289
5 C 6.19280 0.88080 5.59244
6 C 5.03006 -0.02511 5.26037
7 C 5.56751 -1.05809 4.17515
8 H 8.40225 0.31394 5.84921
9 H 7.30422 -0.54090 6.85431
10 H 5.88939 1.60539 6.34809
11 H 6.51090 1.47208 4.73377
12 H 4.13308 0.50950 4.94774
13 H 4.75222 -0.48725 6.20764
14 H 5.64295 -0.62058 3.17967
15 H 4.95250 -1.92952 3.95048
16 O -8.64449 -1.35682 -1.56209
17 S -8.50027 -0.50871 -2.75177
18 O -8.05086 0.83011 -2.43912
19 C -7.55263 -1.29937 -4.13584
20 C -8.56949 -1.47375 -5.25523
21 C -10.02214 -1.53037 -4.69697
22 C -10.14450 -0.44628 -3.62596
23 H -7.18975 -2.25589 -3.75969
24 H -6.67461 -0.71928 -4.41988
25 H -8.47025 -0.62140 -5.92735
26 H -8.37899 -2.35101 -5.87348
27 H -10.12348 -2.50020 -4.20989
28 H -10.78183 -1.54036 -5.47855
29 H -10.93316 -0.56579 -2.88311
30 H -10.21634 0.57713 -3.99417
31 O -1.64552 0.87854 -2.88196
32 S -0.87865 0.56876 -1.69692
33 O 0.53807 0.98767 -1.52617
34 C -1.74314 1.23213 -0.17353
35 C -1.40488 0.17313 0.94650
36 C -1.60129 -1.20621 0.30697
37 C -1.03159 -1.17291 -1.12753
38 H -2.83105 1.29796 -0.18856
39 H -1.46528 2.28598 -0.15667
40 H -0.33544 0.21216 1.15355
41 H -2.03107 0.28885 1.83116
42 H -2.65292 -1.49277 0.31578
43 H -1.06349 -1.96035 0.88157
44 H -1.64812 -1.61825 -1.90835
45 H -0.01961 -1.57295 -1.19043
46 O -4.44766 6.39028 -3.58947
47 S -5.43453 6.85073 -4.60507
48 O -5.20438 8.16835 -5.19133
49 C -5.57661 5.58597 -5.96474
50 C -7.11398 5.48321 -6.39926
51 C -7.96490 6.38109 -5.43547
52 C -7.23402 6.59410 -4.06295
53 H -5.20289 4.63640 -5.58168
54 H -4.90344 5.85501 -6.77871
55 H -7.21641 5.83628 -7.42540
56 H -7.47078 4.45352 -6.42206
57 H -8.94231 5.92715 -5.27201
58 H -8.31441 7.26840 -5.96334
59 H -7.27799 5.68484 -3.46346
60 H -7.55392 7.45106 -3.47017
61 O 4.63707 8.75118 2.30505
62 S 4.18760 7.41333 1.89269
63 O 5.15093 6.34887 1.72801
64 C 2.72979 6.87941 2.95846
65 C 1.69248 6.41237 1.88444
66 C 1.73672 7.53784 0.79372
67 C 3.17436 7.51901 0.36467
68 H 2.34769 7.69201 3.57635
69 H 3.22510 6.12410 3.56859
70 H 1.81625 5.39976 1.50053
71 H 0.68800 6.34220 2.30181
72 H 1.45014 8.51526 1.18179
73 H 1.09426 7.25566 -0.04038
74 H 3.44219 8.35392 -0.28287
75 H 3.42627 6.60689 -0.17632
76 C 3.28240 -4.49751 9.07762
77 C 1.83703 -4.06417 8.71618
78 N 1.48363 -4.36443 7.33962
79 C 1.60882 -5.80654 7.01124
80 C 2.17886 -5.89716 5.62485
81 C 0.12633 -3.85746 7.07448
82 C -0.01204 -2.39113 7.28944
83 H 3.95213 -4.21362 8.26585
84 H 3.44651 -5.56264 9.24092
85 H 3.60303 -4.01865 10.00281
86 H 1.22641 -4.50421 9.50462
87 H 1.83677 -2.97796 8.80697
88 H 2.32339 -6.35335 7.62646
89 H 0.63911 -6.27664 6.84773
90 H 1.72317 -5.39167 4.77342
91 H 3.21758 -5.57695 5.70628
92 H 2.25545 -6.93815 5.31087
93 H -0.47536 -4.32236 7.85546
94 H -0.13271 -4.15346 6.05792
95 H 0.67668 -1.77174 6.71485
96 H 0.01874 -2.22044 8.36554
97 H -1.02052 -2.05877 7.04330
98 C 5.60462 -2.61864 -3.44220
99 C 5.06659 -2.67841 -4.94185
100 N 3.74060 -3.16849 -5.12144
101 C 3.58972 -4.60615 -4.78594
102 C 2.26585 -5.28576 -5.05834
103 C 3.06351 -2.84207 -6.39811
104 C 3.57665 -3.62018 -7.58106
105 H 6.61420 -2.21258 -3.50525
106 H 5.68830 -3.63487 -3.05699
107 H 4.95323 -1.98817 -2.83698
108 H 5.09335 -1.61814 -5.19332
109 H 5.75672 -3.26995 -5.54344
110 H 4.40311 -5.13638 -5.28126
111 H 3.69271 -4.73228 -3.70817
112 H 2.05551 -5.33241 -6.12683
113 H 2.25741 -6.30452 -4.67082
114 H 1.44907 -4.76539 -4.55816
115 H 3.04792 -1.75722 -6.50276
116 H 1.99338 -3.03273 -6.31702
117 H 3.38206 -4.68411 -7.44583
118 H 4.66335 -3.53647 -7.59441
119 H 3.20092 -3.36311 -8.57144

E_tot, hartree: -4113.89780
Energy above the lowest of the compared OMol25 structures with the same formula, charge and spin, kcal per mole: 29.6
Structure (SMILES): O=S1(=O)CCCC1.O=S1(=O)CCCC1.O=S1(=O)CCCC1.O=S1(=O)CCCC1.O=S1(=O)CCCC1.CCN(CC)CC.CCN(CC)CC
Orbital gap, eV: 8.19
Maximum force, eV/Å: 2.969
LUMO energy, eV: 0.15